{
  "formula": "C11H30AlClRhSi2",
  "method": "the ωB97M-V functional and the def2-TZVPD basis",
  "total_charge": -1,
  "spin_multiplicity": 5,
  "s_squared": 6.0111,
  "lumo_ha": [0.10504, 0.09703],
  "homo_ev": [-0.6, -5.0],
  "symbols": ["Al", "Cl", "C", "H", "H", "H", "Rh", "C", "C", "C", "H", "H", "H", "H", "H", "H", "H", "H", "C", "Si", "C", "C", "C", "Si", "C", "C", "C", "H", "H", "H", "H", "H", "H", "H", "H", "H", "H", "H", "H", "H", "H", "H", "H", "H", "H", "H"],
  "coordinates": [[0.07058, -1.03131, -0.49566], [-0.36759, -2.79128, 1.04849], [2.04268, -1.15683, -0.58279], [2.56730, -0.30058, -1.06663], [2.36454, -2.04493, -1.17755], [2.44865, -1.29414, 0.44942], [-0.25447, -3.36512, -1.19607], [1.49804, -4.40518, -1.14240], [-2.07788, -2.88390, -1.81312], [0.33038, -2.18107, -2.52432], [-2.21313, -1.86188, -2.20151], [-2.29336, -3.61819, -2.59175], [-2.78182, -3.05766, -0.99222], [2.41563, -3.84147, -1.31168], [1.54319, -4.89728, -0.14536], [1.39017, -5.14983, -1.93624], [1.36832, -2.19602, -2.85039], [-0.35937, -1.67648, -3.20574], [1.65255, 2.62182, 0.34411], [0.15678, 2.07488, -0.65019], [-1.00224, 3.54423, -0.68362], [0.79577, 1.79342, -2.39846], [-0.74036, 0.61254, 0.12489], [-0.85101, 0.76591, 2.04102], [-1.33572, 2.50263, 2.53760], [-2.16879, -0.34080, 2.80076], [0.83624, 0.40867, 2.80254], [2.09224, 3.51790, -0.11404], [2.43868, 1.85728, 0.36382], [1.42393, 2.88254, 1.38133], [-0.51008, 4.44231, -1.09671], [-1.88487, 3.34766, -1.31378], [-1.38093, 3.83363, 0.31050], [1.52253, 0.98243, -2.48601], [-0.01868, 1.57818, -3.09702], [1.29145, 2.70884, -2.75355], [-1.82855, 0.69962, -0.21172], [-2.24732, 2.82272, 2.01529], [-1.55223, 2.52599, 3.62059], [-0.56161, 3.24194, 2.33629], [-1.82195, -1.36521, 2.97932], [-2.49267, 0.08523, 3.77594], [-3.06148, -0.40193, 2.15634], [1.24080, -0.56210, 2.49643], [1.58609, 1.16840, 2.55322], [0.72953, 0.40444, 3.90064]]
}

---

{
  "formula": "C35H28Br2N5O2PW",
  "method": "the ωB97M-V functional and the def2-TZVPD basis",
  "total_charge": 2,
  "spin_multiplicity": 3,
  "s_squared": 2.0357,
  "lumo_ha": [-0.23972, -0.26801],
  "homo_ev": [-13.2, -13.2],
  "symbols": ["W", "C", "C", "C", "C", "C", "O", "C", "N", "C", "C", "C", "C", "C", "C", "P", "C", "C", "C", "C", "C", "C", "C", "C", "C", "C", "C", "C", "H", "H", "H", "H", "H", "H", "H", "H", "H", "H", "H", "H", "H", "H", "H", "H", "H", "H", "H", "H", "H", "H", "H", "H", "Br", "C", "C", "C", "Br", "C", "C", "C", "C", "N", "C", "C", "O", "H", "H", "H", "H", "N", "C", "N", "C", "N"],
  "coordinates": [[0.00795, 0.56616, 0.05222], [1.86341, 3.38126, -1.54036], [2.14556, 3.26046, -0.04344], [1.26537, 3.93567, 2.26329], [2.82873, 1.93691, 0.29500], [4.27760, 1.80793, -0.15490], [4.39453, 0.39616, -0.42407], [3.18892, -0.13055, -0.49326], [2.20048, 0.70207, -0.29909], [3.17083, -1.57878, -0.68641], [4.28961, -2.14873, -1.30432], [4.41728, -3.51971, -1.41388], [3.43922, -4.34776, -0.88314], [2.33728, -3.79834, -0.24744], [2.18086, -2.42205, -0.15083], [0.67095, -1.74676, 0.61127], [0.12093, -2.52266, 2.13635], [-0.17756, -3.87485, 2.29697], [-0.73430, -4.31169, 3.48740], [-0.95628, -3.41721, 4.52538], [-0.61739, -2.07929, 4.38516], [-0.09442, -1.62421, 3.18838], [-0.48859, -2.11952, -0.76706], [-1.38342, -3.17322, -0.84714], [-2.22174, -3.27746, -1.94974], [-2.19647, -2.31554, -2.95162], [-1.32696, -1.23985, -2.86764], [-0.47193, -1.14821, -1.77941], [1.39735, 4.33373, -1.78172], [1.22655, 2.56614, -1.88846], [2.79694, 3.33443, -2.10044], [2.81282, 4.07266, 0.25243], [2.03094, 3.30686, 2.71647], [0.40127, 3.95934, 2.92608], [1.65080, 4.94695, 2.14342], [2.77620, 1.78948, 1.37783], [4.99214, 2.06235, 0.62185], [4.51204, 2.36133, -1.06458], [5.06062, -1.50003, -1.69505], [5.28859, -3.93768, -1.89853], [3.53329, -5.42211, -0.96543], [1.58536, -4.44958, 0.17721], [0.03341, -4.59645, 1.51972], [-0.99584, -5.35476, 3.60421], [-1.39008, -3.76877, 5.45212], [-0.76527, -1.39331, 5.20825], [0.13377, -0.57511, 3.04866], [-1.44801, -3.89984, -0.05098], [-2.89717, -4.11890, -2.02908], [-2.85119, -2.40285, -3.80784], [-1.30163, -0.49902, -3.65658], [0.31885, -0.35010, -1.77963], [-3.92049, -1.94443, 1.97711], [-4.02037, -0.48259, 0.79981], [-5.25368, 0.01289, 0.35340], [-5.30529, 1.06557, -0.52171], [-6.98556, 1.71773, -1.07685], [-4.11617, 1.65753, -1.01864], [-4.05216, 2.74637, -1.90937], [-2.82688, 3.20800, -2.32119], [-1.66310, 2.58081, -1.87623], [-1.66999, 1.56895, -1.02172], [-2.88866, 1.12581, -0.57073], [-2.83919, 0.09094, 0.38232], [-1.63562, -0.27722, 0.81734], [-6.16603, -0.43621, 0.72046], [-4.96741, 3.20126, -2.26360], [-2.74210, 4.04787, -2.99539], [-0.70559, 2.90724, -2.25466], [-0.19685, 6.56048, -0.24327], [-0.12278, 5.42295, 0.07401], [-0.14748, 4.17504, 0.28684], [0.85707, 3.36698, 0.89823], [0.33610, 2.02902, 0.99622]]
}

---

{
  "formula": "C3H10BN",
  "method": "the ωB97M-V functional and the def2-TZVPD basis",
  "total_charge": 0,
  "spin_multiplicity": 1,
  "lumo_ha": 0.02237,
  "homo_ev": -9.5,
  "symbols": ["B", "C", "C", "C", "N", "H", "H", "H", "H", "H", "H", "H", "H", "H", "H"],
  "coordinates": [[-1.30053, -0.08215, 0.10153], [-1.64784, 1.38887, 0.20588], [1.88836, 1.09595, -0.00388], [-0.29160, -2.47898, -0.18925], [-0.70899, -1.17332, 0.08639], [-0.64444, 1.96062, 0.42709], [-2.29175, 1.54032, 1.10737], [1.08208, 0.32162, -0.26807], [-2.13944, 1.80932, -0.67926], [2.90089, 0.72763, -0.31604], [1.69827, 1.94048, -0.64850], [1.82938, 1.57737, 1.07217], [0.17642, -3.04824, 0.58791], [-1.14323, -3.09598, -0.51633], [0.59241, -2.48352, -0.96702]]
}

---

{
  "formula": "C22H15O4S4TeV",
  "method": "the ωB97M-V functional and the def2-TZVPD basis",
  "total_charge": 0,
  "spin_multiplicity": 3,
  "s_squared": 2.0346,
  "lumo_ha": [-0.03906, -0.03393],
  "homo_ev": [-7.7, -7.7],
  "symbols": ["V", "O", "C", "S", "C", "C", "S", "S", "S", "Te", "C", "C", "C", "C", "C", "C", "C", "C", "C", "C", "C", "C", "H", "H", "H", "H", "H", "H", "H", "H", "H", "H", "O", "C", "C", "C", "C", "C", "C", "C", "O", "O", "H", "H", "H", "H", "H"],
  "coordinates": [[-11.08317, -9.30393, 3.21232], [-15.22367, -7.02715, 0.37628], [-14.28277, -7.49394, 0.97680], [-13.08436, -8.58655, 0.21057], [-12.66592, -9.31133, 1.71380], [-13.08362, -8.62586, 3.01796], [-12.77808, -9.27173, 4.62555], [-13.93922, -7.08689, 2.73486], [-11.81374, -10.80298, 1.70503], [-11.62031, -12.40061, 7.47336], [-13.61427, -12.65362, 8.10826], [-14.12537, -13.87010, 8.52641], [-15.48157, -14.01080, 8.79565], [-16.30506, -12.92684, 8.75669], [-15.78770, -11.71068, 8.17103], [-14.45897, -11.52167, 7.86716], [-11.46410, -14.47046, 7.01798], [-10.31258, -15.23866, 7.35098], [-10.12109, -16.51973, 6.81877], [-11.03101, -17.10212, 5.99276], [-12.10169, -16.32246, 5.54912], [-12.25907, -15.02261, 6.02456], [-13.47990, -14.75184, 8.65601], [-15.99381, -14.95762, 8.86811], [-17.29527, -12.97675, 9.05644], [-16.46908, -10.98823, 7.83379], [-14.15649, -10.61354, 7.37459], [-9.73566, -14.87195, 8.14876], [-9.30506, -17.21417, 7.15379], [-11.00239, -18.10992, 5.70405], [-12.80094, -16.69694, 4.79609], [-13.11717, -14.46566, 5.67826], [-7.49220, -11.50721, 3.51598], [-7.32537, -10.94625, 2.31111], [-6.32122, -11.46593, 1.50612], [-5.98007, -10.89247, 0.31136], [-6.64016, -9.66215, -0.08060], [-7.75113, -9.26024, 0.60709], [-8.00508, -9.82873, 1.88900], [-8.91758, -9.10767, 2.81319], [-9.63774, -8.08430, 2.47040], [-9.37431, -9.84271, 3.86381], [-8.25274, -11.05011, 3.95197], [-5.70567, -12.18967, 2.01007], [-5.20141, -11.23644, -0.36441], [-6.29345, -9.09493, -0.96014], [-8.30078, -8.38549, 0.28443]]
}

---

What largest force on an atom values result from the calculations? In sequence: 4.6 3.2 2.6 3.9 eV/A.